[1]
The following is a quantum chemistry calculation of a structure of composition C45H31AuN3OPS2 in a non-equilibrium geometry, from the Open Molecules 2025 dataset.

```
84
Properties=species:S:1:pos:R:3:forces:R:3
Au -0.7760 -0.5969 -1.6635 -0.34 0.62 -0.80
S 4.0904 -3.9397 -1.6561 0.15 0.17 0.01
C 5.7121 -4.5059 -1.6213 -0.13 -0.03 0.00
C 6.5993 -3.4805 -1.6891 0.05 -0.08 0.01
C 5.9680 -2.2146 -1.7723 -0.16 0.10 -0.02
C 4.5979 -2.2820 -1.7694 0.23 -0.34 0.00
C 3.6432 -1.1870 -1.8250 -0.19 0.33 0.00
C 2.2708 -1.4175 -1.9439 0.21 -0.17 0.02
N 1.3720 -0.4567 -1.9505 -0.15 0.14 -0.05
C 1.7558 0.8551 -1.8408 0.09 0.17 0.00
C 3.1335 1.1859 -1.7210 0.08 -0.26 0.00
C 3.4775 2.5736 -1.5674 -0.04 0.20 0.02
C 2.5277 3.5299 -1.5307 0.21 -0.05 0.01
C 1.1282 3.2108 -1.6615 -0.32 0.07 0.00
C 0.1237 4.1536 -1.6169 0.04 -0.04 0.00
C -1.2321 3.7636 -1.7546 0.14 -0.41 -0.05
C -1.4926 2.4131 -1.9364 -0.09 0.37 0.05
N -0.5504 1.4705 -1.9606 0.13 0.11 -0.08
C 0.7748 1.8450 -1.8267 0.14 -0.06 0.00
C -2.3288 4.7182 -1.7011 -0.25 0.34 0.00
C -3.6809 4.4834 -1.6882 0.16 -0.08 0.01
C -4.4599 5.6648 -1.6289 -0.08 0.06 0.01
C -3.7035 6.7923 -1.5913 0.17 0.08 -0.01
S -2.0276 6.4274 -1.6364 -0.14 -0.26 -0.01
C 4.0572 0.1598 -1.7187 -0.16 -0.03 0.00
H 5.9106 -5.5634 -1.5561 0.01 0.02 0.00
H 7.6715 -3.6133 -1.6841 -0.01 -0.03 0.00
H 6.5194 -1.2889 -1.8436 -0.02 0.03 0.00
H 1.8626 -2.4227 -2.0103 -0.05 0.03 -0.01
H 4.5257 2.8308 -1.4687 -0.01 0.02 0.00
H 2.7988 4.5706 -1.3991 0.01 -0.01 -0.01
H 0.3709 5.1982 -1.4713 0.07 -0.01 0.02
H -2.5082 2.0683 -2.0762 -0.01 0.00 0.01
H -4.1134 3.4931 -1.7119 0.00 0.00 0.00
H -5.5403 5.6697 -1.6116 0.01 0.01 0.00
H -4.0222 7.8209 -1.5427 -0.05 -0.03 0.00
H 5.1064 0.4037 -1.6160 0.03 -0.01 0.03
O -3.5569 -0.3988 -2.2434 0.02 -0.01 0.08
C -2.7603 -0.3751 -1.3462 0.21 -0.10 -0.29
C -3.1734 -0.0649 0.0626 -0.26 0.02 0.61
C -4.5508 0.0152 0.2983 0.12 -0.08 -0.20
C -5.0458 0.2130 1.5704 -0.02 0.04 0.12
C -4.1681 0.3246 2.6416 0.01 0.01 0.01
C -2.8030 0.2601 2.4221 -0.06 0.05 -0.06
C -2.2827 0.0757 1.1394 -0.08 0.03 0.01
P -0.4747 0.0790 0.8732 0.09 0.04 0.74
C 0.1221 1.5372 1.8061 0.04 0.07 -0.20
C 1.5087 1.6397 1.9582 -0.07 -0.06 0.10
C 2.0839 2.7959 2.4542 0.03 0.01 -0.02
C 1.2862 3.8834 2.7837 0.00 0.05 0.00
C -0.0854 3.8039 2.6095 -0.06 0.05 -0.01
C -0.6672 2.6462 2.1106 0.11 -0.12 -0.05
C 0.1323 -1.3928 1.7701 -0.01 0.08 -0.03
C -0.6345 -2.2123 2.5940 0.10 -0.02 -0.06
C -0.0869 -3.3735 3.1216 -0.08 -0.03 0.01
C 1.2208 -3.7299 2.8320 0.02 -0.06 0.02
C 1.9898 -2.9264 2.0031 0.03 0.02 -0.02
C 1.4428 -1.7719 1.4671 -0.06 -0.03 0.04
H -5.2186 -0.1060 -0.5447 0.01 0.03 -0.01
H -6.1136 0.2762 1.7349 0.00 -0.02 -0.02
H -4.5451 0.4653 3.6467 -0.01 0.00 -0.01
H -2.1234 0.3628 3.2584 0.04 0.04 0.01
H 2.1392 0.8044 1.6775 0.04 0.07 0.04
H 3.1591 2.8586 2.5653 0.00 -0.02 0.00
H 1.7344 4.7967 3.1534 0.00 -0.02 0.03
H -0.7159 4.6500 2.8536 0.02 0.01 -0.03
H -1.7337 2.6242 1.9425 -0.10 -0.03 0.02
H -1.6643 -1.9662 2.8099 -0.02 0.00 0.01
H -0.6957 -4.0094 3.7524 0.01 0.00 -0.01
H 1.6347 -4.6444 3.2380 0.00 0.01 0.00
H 3.0046 -3.2086 1.7509 -0.01 0.00 0.00
H 2.0291 -1.1670 0.7856 0.03 -0.05 -0.05
N -0.5869 -2.5196 -1.6201 0.46 -0.93 -0.07
C -1.1585 -3.4744 -0.9008 -0.36 -0.31 0.23
C -2.4682 -3.4649 -0.3265 0.23 0.10 -0.12
C -2.9526 -4.5449 0.3728 -0.03 -0.09 0.03
C -2.1739 -5.6887 0.5461 0.00 0.05 0.01
C -0.8931 -5.7406 -0.0055 -0.02 -0.10 0.07
C -0.3955 -4.6740 -0.7124 -0.02 0.19 -0.12
H -3.1029 -2.6131 -0.4962 -0.09 0.14 0.03
H -3.9555 -4.5142 0.7816 0.01 0.02 -0.02
H -2.5705 -6.5317 1.0968 0.03 -0.01 -0.01
H -0.2915 -6.6331 0.1157 0.01 0.02 0.02
H 0.5988 -4.6994 -1.1403 -0.01 -0.01 -0.02
```
Positions in Å, forces in eV/Å.

Values from the calculation:
F_max ... 1.1 eV/Å
Total energy ... -88335.5555 eV
Multiplicity ... 3
Kohn-Sham gap (alpha / beta) ... 4.91 / 6.54 eV

Atom charges from the Löwdin analysis, given in e for atoms 1 to 2: atom 1 (Au): 1.151, atom 2 (S): 1.024



[2]
The following is a quantum chemistry calculation of a structure of composition C45H32CdN8O4 in a non-equilibrium geometry, from the Open Molecules 2025 dataset.

```
90
Properties=species:S:1:pos:R:3:forces:R:3
Cd 0.3262 -0.9416 0.9318 0.69 -0.01 0.11
O -2.9355 -0.3977 3.0482 0.25 0.12 -0.06
C -2.0306 0.3904 2.8284 -0.44 0.00 0.69
N -1.7065 0.8763 1.6039 -0.01 -0.06 -0.66
C -2.5614 0.4831 0.5157 -0.31 -0.46 -0.08
C -3.5300 1.3553 0.0493 0.03 0.17 -0.09
C -4.3976 1.0108 -0.9728 -0.08 0.08 0.05
C -4.3292 -0.2599 -1.5133 -0.13 0.16 -0.05
C -3.4136 -1.1643 -1.0274 0.13 -0.16 0.07
C -2.5206 -0.8383 0.0055 -0.76 0.52 -0.23
N -1.5772 -1.7285 0.4491 -0.10 -0.78 -0.06
C -1.6876 -3.0536 0.3112 -0.75 0.47 0.05
O -2.7024 -3.7173 0.0543 0.29 -0.04 -0.07
C -0.3842 -3.7916 0.4747 0.63 -0.56 0.03
C -0.3353 -5.1377 0.1141 -0.23 0.12 0.01
C 0.8682 -5.8101 0.1595 0.47 0.35 0.23
C 2.0035 -5.1156 0.5788 -0.40 -0.34 -0.18
C 1.8699 -3.7859 0.9285 0.47 0.04 0.17
N 0.7138 -3.1418 0.8862 -0.59 -0.81 -0.39
C -1.1770 0.9652 3.9285 0.06 -0.21 0.48
C -1.4204 2.2140 4.4788 0.08 0.16 0.19
C -0.5552 2.6823 5.4605 -0.09 -0.20 -0.13
C 0.5050 1.8746 5.8462 -0.14 0.27 0.08
C 0.6342 0.6275 5.2654 0.05 -0.15 -0.07
N -0.1850 0.1731 4.3226 -0.58 0.00 0.56
H -3.6194 2.3380 0.4845 0.03 -0.03 0.08
H -5.1251 1.7305 -1.3250 -0.04 0.02 -0.02
H -5.0050 -0.5471 -2.3087 0.02 -0.04 -0.07
H -3.3691 -2.1604 -1.4391 -0.02 -0.04 0.04
H -1.2508 -5.6084 -0.2143 -0.02 0.04 0.04
H 0.9380 -6.8520 -0.1276 -0.03 -0.01 -0.02
H 2.9688 -5.5976 0.6195 0.07 0.04 0.03
H 2.7215 -3.2066 1.2678 -0.03 -0.03 0.01
H -2.2469 2.8176 4.1345 -0.06 0.03 -0.10
H -0.6956 3.6608 5.9009 -0.02 0.05 -0.01
H 1.2082 2.2078 6.5971 0.08 -0.02 0.01
H 1.4291 -0.0488 5.5448 0.16 -0.07 0.07
C 3.8149 -3.0188 4.4900 0.01 -0.65 0.33
C 2.4570 -2.9135 4.2031 0.21 -0.19 0.04
C 1.9409 -1.8185 3.5547 -0.35 -0.05 -0.14
C 2.7779 -0.7275 3.1708 -0.63 0.69 -0.07
C 4.1579 -0.8539 3.5011 0.46 -0.13 0.03
C 4.6550 -1.9654 4.1329 0.10 0.24 -0.07
N 2.3884 0.4122 2.6054 1.18 0.24 -0.02
N 1.0865 0.4847 2.1732 -0.35 0.70 0.06
C 0.6386 1.7159 1.8662 0.16 -0.45 0.02
C 1.4882 2.8506 1.9108 0.37 0.06 0.09
C 1.0604 4.0979 1.5429 -0.10 0.02 0.02
C -0.2618 4.2975 1.1639 -0.16 0.34 -0.09
C -1.1356 3.2219 1.1856 -0.01 -0.07 0.01
C -0.7343 1.9448 1.5280 0.26 0.67 0.07
H 4.2094 -3.8873 5.0036 -0.01 -0.05 0.02
H 1.7833 -3.7101 4.5038 -0.03 -0.05 0.00
H 0.8716 -1.7418 3.4110 0.09 0.01 0.08
H 4.8083 -0.0346 3.2263 0.04 0.09 -0.03
H 5.7163 -2.0250 4.3708 -0.06 0.04 -0.06
H 2.5107 2.6738 2.2071 0.01 -0.06 0.00
H 1.7537 4.9327 1.5461 0.05 0.00 0.03
H -0.6133 5.2786 0.8717 -0.06 0.04 -0.03
H -2.1603 3.4046 0.9110 -0.11 -0.02 0.03
O 1.9486 -2.5022 -2.0191 0.16 -0.23 -0.01
C 1.3011 -1.4834 -2.1707 0.26 -0.29 -0.34
N 0.8664 -1.0349 -3.4094 -0.20 0.06 -0.38
C 0.2390 0.2598 -3.3066 0.08 -0.12 0.28
C 0.2151 0.3969 -1.7477 0.00 0.43 -0.49
O -0.3235 1.3130 -1.1587 -0.14 0.15 -0.34
N 0.8754 -0.6250 -1.2072 0.21 -0.21 0.27
C 1.0803 1.3238 -3.9825 0.18 0.07 -0.18
C 1.2240 1.2614 -5.3710 -0.04 0.01 0.29
C 2.0302 2.1618 -6.0377 0.03 -0.05 -0.19
C 2.7011 3.1459 -5.3318 0.06 0.12 0.24
C 2.5444 3.2295 -3.9544 0.16 0.10 -0.30
C 1.7445 2.3212 -3.2824 -0.12 -0.12 0.06
C -1.1662 0.2810 -3.8479 -0.32 -0.05 -0.16
C -1.8321 -0.8932 -4.1754 0.17 0.03 0.05
C -3.0952 -0.8509 -4.7354 -0.15 -0.01 -0.12
C -3.7135 0.3662 -4.9647 -0.14 -0.07 -0.04
C -3.0781 1.5390 -4.5905 -0.07 0.11 -0.04
C -1.8132 1.4980 -4.0349 -0.01 -0.05 0.07
H 1.2985 -1.3463 -4.2637 0.12 -0.06 0.20
H 0.6932 0.4994 -5.9251 -0.09 -0.07 -0.06
H 2.1357 2.0970 -7.1131 0.02 -0.01 -0.05
H 3.3494 3.8381 -5.8502 0.02 0.11 -0.04
H 3.0520 4.0062 -3.4010 0.05 0.04 0.07
H 1.6282 2.3923 -2.2124 -0.04 0.02 0.17
H -1.3527 -1.8402 -3.9804 0.07 -0.08 0.00
H -3.6005 -1.7740 -4.9891 -0.02 -0.03 0.00
H -4.6978 0.3994 -5.4137 -0.06 0.01 0.00
H -3.5730 2.4913 -4.7357 0.00 0.02 0.02
H -1.3197 2.4077 -3.7299 0.06 0.12 0.01
```
Positions in Å, forces in eV/Å.

Values from the calculation:
F_max ... 1.2 eV/Å
Total energy ... -71862.6264 eV
Net charge ... -2
Kohn-Sham gap ... 3.83 eV
Energy above the lowest of the compared OMol25 structures with the same formula, charge and spin ... 1.1233 eV

Atom charges from the Löwdin analysis, given in e for atoms 1 to 2: atom 1 (Cd): 1.450, atom 2 (O): 0.084